121
Properties=species:S:1:pos:R:3:forces:R:3:mulliken_charge:R:1 method="wB97M-V/def2-TZVPD" e_lumo_ev=0.18 e_above_lowest_ev=2.0003 molar_mass_g_mol=1365.29 total_energy_ha=-8555.0004 e_homo_ev=-10.81 multiplicity=1 fmax_ev_per_a=4.2
S 0.67200 -9.82011 -21.10194 2.925 -0.354 -1.737 0.8477
S 1.81251 -19.61637 -17.77355 -0.490 -0.309 -2.068 0.8467
S -0.84398 -14.60962 -23.15609 -2.487 1.852 -0.534 0.6506
S -5.00912 -12.15519 -19.49211 -1.160 -0.852 0.583 0.9075
S 0.85423 -13.66678 -27.74251 1.923 -2.961 -2.364 1.0111
S -2.57919 -19.90664 -21.83825 -2.880 0.290 1.568 0.9286
S -2.10211 -17.49948 -18.09287 -1.898 -0.683 -0.766 0.5378
S 3.78680 -18.32198 -24.14746 -1.023 -2.447 -2.372 1.3935
S 1.73026 -13.15879 -17.72056 -0.164 -0.142 0.704 0.7128
S -2.24883 -12.65317 -15.47666 1.470 -0.135 3.090 0.9531
S 5.31575 -13.86849 -22.69778 0.177 2.391 -1.786 0.8813
O 6.45197 -13.93719 -23.56039 -0.305 -0.072 0.546 -0.5963
O -6.14495 -11.69868 -20.22557 0.217 0.153 0.426 -0.6244
O 2.05412 -14.40947 -27.37185 -1.524 1.585 0.172 -0.4518
O -3.56508 -12.14134 -14.73144 0.066 -0.929 -0.061 -0.4020
O -2.60081 -16.56819 -16.90158 1.617 0.550 0.505 -0.2286
O -0.67125 -9.97532 -20.77464 -2.145 0.232 0.668 -0.3654
O -1.78107 -13.83052 -14.81325 -0.401 0.726 -0.346 -0.6741
O -2.41901 -19.51833 -20.45734 -0.377 -0.833 -1.472 -0.2700
O -2.36548 -12.64088 -16.87013 -0.465 0.284 -1.623 0.0120
O 1.45771 -11.86690 -17.15768 0.118 -1.190 -0.749 -0.6562
O -0.76249 -15.53835 -24.24271 -0.112 -0.079 0.438 -0.5328
O -5.10036 -13.21680 -18.55966 -0.688 -0.514 0.326 -0.4962
O 0.60466 -12.36802 -26.91579 -0.291 0.583 0.936 -0.3389
O 2.68912 -13.93178 -16.73610 1.225 0.566 0.147 -0.4995
O 3.13519 -19.98034 -17.45471 0.569 -0.347 0.585 -0.6196
O 4.31810 -18.84922 -22.95872 0.884 -0.003 0.846 -0.5874
O -3.57638 -17.71023 -18.60826 -1.115 1.080 -0.649 -0.3883
O 3.01377 -17.01919 -23.79568 -0.509 0.935 -0.721 -0.2251
O 4.91681 -17.67176 -25.11901 -1.451 0.651 1.071 -0.3924
O 2.94248 -19.22379 -24.94282 1.317 1.848 0.995 -0.6486
O -2.32626 -18.65463 -22.71741 -0.179 1.064 -0.209 -0.1991
O -1.33571 -16.83942 -19.10287 -0.129 0.414 0.798 0.2507
O -1.73968 -13.45356 -23.31079 1.349 -1.983 0.190 -0.4612
O -3.83983 -20.50190 -22.28041 2.591 0.356 0.721 -0.6426
O 0.77933 -9.12363 -22.56952 -0.337 -0.218 1.084 -0.4165
O -1.60963 -18.75329 -17.62740 -0.155 0.917 0.627 -0.6209
O 4.14447 -13.20820 -23.22457 0.687 -0.293 0.650 -0.5366
O 1.23843 -11.29085 -21.51119 0.073 1.177 -0.548 -0.1234
O -1.17452 -15.31926 -21.77827 1.056 1.369 -0.681 -0.2718
O -4.27831 -10.98867 -18.75335 1.033 0.842 -0.825 -0.2131
O -1.27918 -20.67077 -22.26237 0.503 -0.414 -1.531 -0.3084
O -0.36380 -14.53333 -27.24747 -0.372 0.465 0.815 -0.2637
O 1.37757 -18.30085 -17.51414 -0.141 1.476 0.499 -0.1960
O 0.68077 -13.41575 -29.14545 0.136 0.594 1.067 -0.6096
O 5.73273 -13.21631 -21.29496 -0.761 -0.690 0.129 -0.3645
O 2.20168 -13.30017 -19.06310 -0.006 0.363 0.108 -0.1514
O 1.56794 -19.97437 -19.28502 0.143 0.093 -1.129 -0.3881
O 0.59805 -14.03758 -22.90011 -0.215 -0.842 0.533 0.2374
O 1.60960 -9.18042 -20.25730 -0.196 -0.061 0.376 -0.5954
O -3.89362 -12.54154 -20.48508 0.729 -0.512 -0.707 -0.0554
O 4.90092 -15.28504 -22.26770 0.149 -0.619 2.181 -0.1077
O -1.34503 -11.37913 -14.98229 -1.260 -0.956 -0.642 -0.3603
O 0.75203 -20.61004 -17.27118 -0.143 -0.533 1.992 -0.3503
O 0.52479 -14.18848 -17.55617 0.020 0.303 -0.315 -0.0347
C 2.98214 -16.20969 -25.02526 0.202 -0.930 0.185 -0.2195
C -4.57152 -16.67826 -18.05019 0.285 -2.741 0.340 -0.4190
C -1.38074 -13.63976 -26.69906 0.082 -0.206 -0.630 -0.4072
C 0.23062 -20.54786 -19.57389 1.980 1.400 1.421 0.8408
C 2.27279 -15.28227 -16.41251 -0.228 0.019 -2.210 -0.1876
C -1.55152 -18.93873 -23.88726 -1.728 -0.436 -0.374 0.1893
C -0.15400 -21.11440 -18.23105 -1.520 -0.807 0.274 -0.3888
C -3.32471 -11.33556 -20.98290 1.421 0.288 0.839 0.1981
C 0.12365 -15.58088 -21.10021 -1.217 -0.400 -0.141 -0.0752
C -3.70576 -15.71484 -17.29024 -0.853 -1.197 1.406 -0.2021
C 4.94109 -15.37036 -20.80356 -1.165 -1.705 0.849 -0.0108
C -0.47700 -12.57063 -25.96230 -1.508 -0.903 -0.451 0.8617
C 1.76097 -9.81523 -23.33258 -1.056 -1.253 -1.553 -0.4662
C -3.68095 -10.75379 -15.05360 -0.450 -0.357 -1.170 -0.0464
C -3.27156 -10.41598 -19.68363 -1.180 0.347 -0.986 -0.2383
C -2.23648 -10.24772 -14.94687 0.629 1.377 -0.404 -0.2964
C 4.39226 -16.35222 -25.57923 -0.211 -1.352 -0.829 -0.2872
C 1.15035 -14.58600 -21.67017 0.199 -0.393 -0.437 1.3565
C 0.77983 -15.06489 -16.45335 -0.574 0.851 2.695 -0.1018
C 5.71293 -14.21500 -20.19441 0.511 0.382 -2.659 -0.2779
C 1.52077 -11.29102 -22.93437 2.488 -0.436 -1.018 0.3803
C -1.05573 -20.38635 -23.70053 -2.371 -0.603 -0.262 -0.4575
H -0.08929 -12.98426 -25.00149 -0.189 0.405 -1.098 -0.8455
H -0.04561 -20.40263 -23.94197 1.954 -0.335 0.177 0.3943
H -5.05149 -17.33667 -17.29919 -0.482 0.602 -0.695 0.2873
H -1.55887 -21.15920 -24.30487 -0.085 0.414 0.405 0.2205
H 0.67635 -11.67657 -23.45217 -0.826 -0.248 -0.244 0.0731
H -1.98423 -14.23226 -26.02035 0.162 0.059 0.227 0.2207
H -4.19032 -15.39519 -16.31922 0.669 -0.106 -1.311 0.3451
H -3.93355 -10.96568 -21.81062 0.049 0.263 0.301 0.3010
H -2.04232 -9.59553 -15.81261 0.130 -0.233 0.253 0.2304
H 4.98890 -15.56125 -25.17600 0.835 0.174 -0.048 0.2377
H 5.35072 -16.35190 -20.57414 0.360 0.115 -0.085 0.4191
H -4.44429 -10.29511 -14.41707 0.481 -0.133 0.022 0.3484
H -2.30533 -11.57580 -21.31796 -0.576 0.118 0.030 -0.3624
H 2.04141 -15.12562 -21.90855 0.584 -0.544 -0.498 -0.6359
H 0.15572 -15.92556 -16.54755 -0.201 -0.579 -0.274 0.1674
H -0.40693 -19.74416 -19.85936 -0.347 0.369 -0.282 -0.6819
H -0.05280 -22.19427 -18.15498 -0.164 -0.078 -0.230 0.3531
H -3.44006 -14.93445 -17.92719 0.972 1.590 -0.546 0.2041
H 2.20632 -16.51535 -25.70121 -0.313 -0.661 -0.169 0.4673
H 3.92239 -15.42175 -20.38003 0.162 0.395 -0.650 -0.0646
H -2.15231 -18.57871 -24.77118 0.713 -1.131 0.701 0.3243
H 0.42626 -21.23862 -20.34449 -0.128 -0.861 -0.803 0.3246
H 1.49860 -13.72453 -21.14499 -0.554 0.338 1.087 -0.2063
H -3.65769 -9.43497 -19.98091 0.364 -0.026 0.330 0.3085
H 5.29893 -13.80004 -19.31324 -0.773 0.514 0.578 0.2332
H -0.11133 -15.54187 -20.03640 0.458 0.298 -0.281 0.0403
H 0.50588 -14.52476 -15.48530 0.066 -0.650 -1.275 0.1780
H 2.58863 -15.97777 -17.23885 -0.048 0.528 0.969 0.1164
H -2.30913 -10.34063 -19.17131 -0.379 -0.359 -0.185 0.2759
H -2.04338 -13.38236 -27.59397 1.020 0.602 1.373 0.3021
H -5.24322 -16.31204 -18.85395 0.739 -0.217 0.591 0.2683
H 4.40245 -16.45585 -26.67638 0.053 0.617 0.536 0.2980
H 2.76260 -9.52426 -23.13360 0.815 0.597 0.542 0.3817
H -1.05308 -11.64859 -25.78344 0.686 -0.168 -0.228 0.4543
H 2.74462 -15.22814 -24.73906 -0.040 1.336 0.532 -0.0856
H -1.96053 -9.68503 -14.05085 -0.398 -0.243 0.020 0.3076
H 0.22850 -16.62790 -21.40091 1.077 0.201 0.336 0.1652
H -4.03049 -10.76402 -16.11512 0.212 0.593 0.747 -0.0449
H 6.74352 -14.41772 -20.04317 0.886 -0.507 0.302 0.3073
H 2.44217 -11.96239 -23.20583 -1.744 1.313 0.988 -0.0737
H -0.70554 -18.35616 -23.80212 1.709 1.661 -0.029 -0.1604
H 1.54495 -9.60887 -24.42800 0.170 -0.401 1.366 0.3220
H -1.17777 -20.78216 -17.96601 0.731 -0.451 -0.081 0.2628
H 2.72138 -15.49606 -15.45626 -0.147 -0.305 0.177 0.3735